6 unconnected molecules or ions with the total composition C14H44N7O6 at a distorted geometry, computed with ωB97M-V with the def2-TZVPD basis set.

Structure (ORCA input):
```
! wB97M-V def2-TZVPD RIJCOSX def2/J DEFGRID3
* xyz 1 1
O -0.08 -0.72 -0.24
H 0.63 -1.19 0.19
H -0.13 -1.00 -1.16
H -0.03 0.22 -0.08
C -0.92 -1.23 -3.88
O -0.29 -1.26 -2.80
N -0.41 -0.90 -5.02
N -2.09 -1.74 -4.05
H -0.94 -1.03 -5.87
H 0.56 -0.61 -5.07
H -2.56 -1.33 -4.85
H -2.71 -1.94 -3.27
C 3.62 0.32 -1.55
O 2.52 0.25 -1.13
N 4.03 -0.47 -2.52
N 4.46 1.22 -1.11
H 5.00 -0.69 -2.65
H 3.31 -1.14 -2.76
H 4.31 1.96 -0.44
H 5.33 1.29 -1.62
C -1.73 1.15 2.05
C -0.42 1.95 1.84
C 0.79 1.41 2.64
O 0.45 1.53 4.00
C 1.58 1.70 4.86
N -0.12 1.85 0.43
H -1.78 0.17 1.56
H -2.41 1.92 1.69
H -1.96 1.13 3.11
H -0.58 2.98 2.16
H 1.63 2.06 2.41
H 1.06 0.40 2.32
H 2.20 0.81 4.86
H 1.28 2.03 5.86
H 2.28 2.49 4.58
H -0.94 2.27 0.00
H 0.61 2.52 0.28
C 0.96 -3.93 -0.45
C 1.57 -3.55 0.91
C 2.82 -4.33 1.31
O 2.70 -5.65 0.96
C 3.71 -6.40 1.61
N 1.86 -2.12 0.74
H 0.61 -4.97 -0.42
H 1.61 -3.78 -1.31
H 0.02 -3.39 -0.57
H 0.84 -3.68 1.70
H 3.04 -4.09 2.35
H 3.62 -3.79 0.78
H 4.72 -6.07 1.38
H 3.67 -7.34 1.05
H 3.32 -6.53 2.62
H 2.42 -1.97 1.57
H 2.53 -2.23 -0.01
C -5.14 3.07 0.96
C -4.00 3.82 0.28
C -3.60 3.32 -1.11
O -2.97 2.06 -1.09
C -2.30 1.90 -2.34
N -4.39 5.23 0.36
H -6.01 2.94 0.31
H -5.44 3.62 1.85
H -4.83 2.04 1.13
H -3.14 3.69 0.94
H -2.97 4.11 -1.52
H -4.42 3.33 -1.83
H -1.38 2.48 -2.28
H -2.92 2.13 -3.20
H -2.19 0.81 -2.37
H -4.86 5.29 1.25
H -5.01 5.59 -0.34
*
```

ΔE to the lowest compared entry with this formula, charge and spin, eV: 1.483

The molecule's Löwdin atomic charges, reported in e, are given here: atom 1 (O): 0.197, atom 2 (H): 0.020, atom 3 (H): 0.048, atom 4 (H): 0.040, atom 5 (C): -0.718, atom 6 (O): -0.014, atom 7 (N): 0.190, atom 8 (N): 0.187, atom 9 (H): 0.127, atom 10 (H): 0.133, atom 11 (H): 0.121, atom 12 (H): 0.136, atom 13 (C): -0.806, atom 14 (O): 0.053, atom 15 (N): 0.174, atom 16 (N): 0.180, atom 17 (H): 0.115, atom 18 (H): 0.113, atom 19 (H): 0.123, atom 20 (H): 0.110, atom 21 (C): -0.017, atom 22 (C): -0.395, atom 23 (C): -0.190, atom 24 (O): -0.175, atom 25 (C): -0.098, atom 26 (N): 0.054, atom 27 (H): 0.084, atom 28 (H): 0.044, atom 29 (H): 0.086, atom 30 (H): 0.145, atom 31 (H): 0.118, atom 32 (H): 0.116, atom 33 (H): 0.085, atom 34 (H): 0.092, atom 35 (H): 0.079, atom 36 (H): 0.067, atom 37 (H): 0.105, atom 38 (C): -0.036, atom 39 (C): -0.387, atom 40 (C): -0.260, atom 41 (O): -0.160, atom 42 (C): -0.080, atom 43 (N): 0.041, atom 44 (H): 0.084, atom 45 (H): 0.091, atom 46 (H): 0.071, atom 47 (H): 0.149, atom 48 (H): 0.132, atom 49 (H): 0.124, atom 50 (H): 0.097, atom 51 (H): 0.093, atom 52 (H): 0.103, atom 53 (H): 0.100, atom 54 (H): 0.079, atom 55 (C): -0.065, atom 56 (C): -0.429, atom 57 (C): -0.219, atom 58 (O): -0.197, atom 59 (C): -0.088, atom 60 (N): 0.033, atom 61 (H): 0.084, atom 62 (H): 0.077, atom 63 (H): 0.070, atom 64 (H): 0.114, atom 65 (H): 0.123, atom 66 (H): 0.129, atom 67 (H): 0.096, atom 68 (H): 0.093, atom 69 (H): 0.075, atom 70 (H): 0.058, atom 71 (H): 0.077